Molecular formula: C30H33Br66F7O3P2
Method: DFT, wB97M-V/def2-TZVPD

Output
calculated total energy: -4698183.9763 eV
LUMO energy: -0.81 eV
HOMO level: -9.010 eV
orbital gap: 8.196 eV
relative energy (zero: lowest compared OMol25 entry of this formula, charge and spin): 0.000 eV

XYZ file:
```
141
C30H33Br66F7O3P2 wB97M-V/def2-TZVPD
Br -2.774 4.860 -5.742
Br 0.945 6.307 -2.102
Br -5.543 -0.214 -5.371
Br 9.538 5.489 -3.768
Br 6.144 7.864 0.955
Br -6.790 -4.064 -6.054
Br 9.042 8.629 -3.667
Br 11.301 5.454 2.288
Br 4.821 -3.126 2.134
Br -7.410 2.157 -6.349
Br 3.848 5.675 0.986
Br 2.340 -9.058 -1.065
Br -5.549 -4.548 4.987
Br 0.144 -7.434 0.565
Br 8.184 6.960 -6.244
Br -5.642 2.413 -13.656
Br -1.678 -5.360 3.312
Br -5.620 4.956 -11.716
Br -6.115 4.457 3.004
Br 9.258 -1.407 4.325
Br -2.844 0.026 -10.711
Br -1.159 3.091 -9.938
Br 9.612 0.791 6.605
Br 6.421 5.335 2.860
Br -9.980 -4.020 -6.172
Br -6.125 2.271 -3.467
Br 10.373 8.375 1.420
Br -5.291 4.751 -0.056
Br 3.655 2.199 -2.579
Br 6.233 -0.289 2.169
Br -2.080 5.542 -1.385
Br 5.904 4.456 -2.677
Br -7.662 -0.110 1.805
Br 6.522 -2.988 10.158
Br 3.206 -6.449 0.530
Br -9.019 -7.192 8.046
Br -8.274 3.947 0.717
Br -2.413 3.335 -12.956
Br -8.270 4.160 -13.281
Br -6.835 -4.984 8.747
Br -3.405 -2.263 5.675
Br -1.625 1.957 -6.380
Br 1.582 0.940 4.659
Br -2.720 -2.331 -12.861
Br 9.446 -7.534 5.370
Br 9.328 -4.894 7.146
Br -10.403 1.446 1.397
Br 9.862 5.907 -0.522
Br -4.923 -2.350 -10.560
Br 0.650 2.723 -12.514
Br 4.687 -1.294 4.736
Br 8.622 -0.919 11.346
Br 8.061 -4.912 4.221
Br -8.261 -2.071 -8.021
Br 5.583 -0.056 10.954
Br 5.838 2.377 -0.267
Br 3.537 3.390 4.181
Br -2.100 -5.398 6.458
Br -9.755 -4.099 7.844
Br 3.246 1.162 1.928
Br 0.117 4.025 -4.703
Br 0.376 -6.939 5.177
Br 0.054 6.091 0.929
Br 7.463 -1.529 6.942
Br -6.372 -1.488 4.823
Br -9.926 -0.274 4.036
P -2.795 -4.118 0.544
P 0.936 -2.066 0.700
F -1.336 2.506 0.801
F -3.791 2.231 0.938
F -1.905 1.235 -0.869
F -0.505 0.167 2.205
F -3.053 0.861 2.449
F -3.830 0.106 0.537
F 0.545 0.979 0.493
O -2.593 -1.880 2.001
O -3.612 -4.188 -0.685
O -1.780 -1.667 -0.109
C -4.941 -2.756 4.620
C -6.417 3.836 1.209
C -8.368 -5.420 7.671
C 9.444 -5.611 5.365
C -0.234 5.432 -0.859
C -0.584 0.304 0.872
C 0.723 -3.641 -0.236
C -5.893 1.673 -5.276
C -1.661 3.417 -5.123
C 1.712 -3.638 2.856
C 2.001 -7.959 0.473
C 6.789 -1.501 11.350
C 10.006 6.488 1.307
C -6.657 3.517 -12.453
C 5.734 -1.818 3.212
C -1.447 -6.372 4.942
C -3.122 1.070 1.136
C 8.384 -0.384 5.705
C -0.906 3.598 -11.790
C -9.552 -0.105 2.154
C -0.493 -1.016 0.099
C -8.363 -2.989 -6.328
C -1.736 1.253 0.469
C -3.846 -1.257 -11.728
C 4.797 3.359 -1.550
C 5.201 6.573 2.025
C 0.738 -2.492 2.484
C 2.364 2.118 3.350
C 8.407 6.941 -4.334
C -2.326 -2.341 0.910
H -0.695 4.656 -11.782
H 0.615 -4.460 0.462
H -1.634 -4.906 0.448
H 10.389 -5.291 4.953
H -4.510 -0.701 -12.373
H -0.247 -2.813 2.790
H -0.172 -3.612 -0.846
H -3.512 -4.604 1.640
H -2.104 3.042 -4.214
H 4.155 4.023 -0.994
H 1.046 -1.620 3.040
H 4.700 7.113 2.813
H -6.143 2.791 1.182
H -5.029 2.186 -5.675
H -8.384 -2.241 -5.548
H -8.046 -5.409 6.640
H -2.046 -7.263 4.838
H 6.637 -2.280 3.587
H 2.200 -8.560 1.347
H 6.563 -1.846 12.347
H 1.127 -4.471 3.218
H 2.409 -3.327 3.612
H 0.029 4.385 -0.867
H 9.047 6.321 1.774
H -0.196 -0.710 -0.892
H 7.643 0.239 5.222
H -6.949 2.884 -11.634
H -9.971 -0.972 1.665
H 1.603 -3.833 -0.826
H 1.555 2.678 2.904
H 2.254 -4.012 2.001
H -4.631 -2.732 3.588
H 7.433 6.775 -3.900
```

Molecular formula: C2H3FNP
Method: DFT, wB97M-V/def2-TZVPD

Output
calculated total energy: -15617.0515 eV
SMILES string: [H]/N=C1/CP1F
LUMO energy: 0.40 eV
HOMO level: -8.736 eV
orbital gap: 9.132 eV
relative energy (zero: lowest compared OMol25 entry of this formula, charge and spin): 0.460 eV

XYZ file:
```
8
C2H3FNP wB97M-V/def2-TZVPD
P -1.914 -0.053 0.698
F -2.536 0.326 -0.804
N 0.640 1.542 0.073
C -0.192 0.683 0.303
C -0.288 -0.733 -0.079
H 0.659 2.546 0.325
H -0.583 -1.196 -0.955
H 0.058 -1.533 0.646
```

Molecular formula: C3H4N4O
Method: DFT, wB97M-V/def2-TZVPD

Output
calculated total energy: -11180.2834 eV
LUMO energy: 0.48 eV
HOMO level: -9.063 eV
orbital gap: 9.546 eV
relative energy (zero: lowest compared OMol25 entry of this formula, charge and spin): 3.686 eV

XYZ file:
```
12
C3H4N4O wB97M-V/def2-TZVPD
O 0.692 -0.255 2.432
N 1.382 0.595 -0.833
N 0.606 0.354 -1.805
N -1.682 -0.814 0.398
N -0.726 0.069 -1.638
C 0.486 0.264 0.116
C 1.182 0.381 1.424
C -0.858 -0.008 -0.365
H 1.040 0.686 -2.727
H 2.303 0.755 1.552
H -1.774 -1.274 1.345
H -2.652 -0.754 0.102
```

Molecular formula: C7H16NO
Method: DFT, wB97M-V/def2-TZVPD

Output
calculated total energy: -11044.0338 eV
total charge: +1
LUMO energy (spin up / spin down): -6.09 / -6.09 eV
HOMO level (spin up / spin down): -12.735 / -12.735 eV
orbital gap (spin up / spin down): 6.640 / 6.641 eV
relative energy (zero: lowest compared OMol25 entry of this formula, charge and spin): 5.813 eV

XYZ file:
```
25
C7H16NO wB97M-V/def2-TZVPD
O -0.393 -0.162 -0.037
N 0.606 -0.768 -0.010
C 1.871 -0.146 -0.066
C -3.428 -0.976 0.811
C -2.902 1.081 -0.653
C 2.831 -0.834 -1.024
C -2.829 -0.369 -0.408
C 2.409 -0.476 1.387
C 1.748 1.330 -0.306
H 2.455 -1.572 1.658
H -2.218 -0.810 -1.144
H 3.060 -1.866 -0.684
H 1.650 -0.027 2.029
H -4.529 -1.084 0.794
H 0.860 1.419 -0.923
H -2.325 1.757 -0.079
H -2.756 -1.860 0.980
H -3.356 -0.179 1.551
H -3.829 1.508 -0.262
H 2.622 1.948 -0.799
H -2.737 1.242 -1.737
H 1.570 1.902 0.568
H 3.466 -0.118 1.554
H 2.418 -0.790 -2.099
H 3.737 -0.152 -1.100
```

> Look up the calculated total energy of the second one.

-15617.0515 eV